No. 1
The following is a DFT calculation (ωB97M-V/def2-TZVPD) of a molecular structure, C4H5NO2.

The geometry in XYZ format:
```
12
Properties=species:S:1:pos:R:3
O 1.02 2.38 0.56
C 0.45 1.29 0.26
N 1.05 0.14 -0.10
C 0.35 -1.02 -0.58
C -0.96 -1.31 0.14
O -1.18 -0.98 1.27
C -0.75 1.82 0.70
H 1.96 0.01 0.32
H 0.99 -1.90 -0.43
H 0.17 -0.96 -1.67
H -1.71 -1.87 -0.46
H -1.34 2.43 0.01
```

Properties
- ΔE to the lowest compared entry with this formula, charge and spin: 440.9 kJ/mol
- HOMO: -8.58 eV
- LUMO energy: 0.417 eV



No. 2
The following is a DFT calculation (ωB97M-V/def2-TZVPD) of 14 unconnected molecules or ions with the total composition C42H84O14.

The geometry in XYZ format:
```
140
Properties=species:S:1:pos:R:3
C -2.74 -1.04 3.16
C -3.31 0.36 3.37
O -4.39 0.55 3.89
C -2.48 1.53 2.88
H -3.52 -1.76 3.41
H -1.85 -1.12 3.77
H -2.54 -1.20 2.10
H -1.58 1.16 2.40
H -2.08 2.11 3.71
H -3.07 2.06 2.13
C 5.32 -0.86 2.91
C 5.54 -0.14 1.61
O 4.75 -0.35 0.70
C 6.59 0.94 1.60
H 5.08 -0.30 3.81
H 6.04 -1.58 3.28
H 4.44 -1.50 2.77
H 6.28 1.94 1.89
H 6.91 1.09 0.57
H 7.43 0.68 2.24
C 0.47 4.27 -1.59
C 1.67 4.59 -2.41
O 1.64 5.03 -3.58
C 2.97 4.33 -1.81
H 0.40 3.19 -1.50
H -0.35 4.55 -2.25
H 0.39 4.85 -0.67
H 3.10 3.30 -1.50
H 3.17 4.92 -0.91
H 3.73 4.59 -2.55
C 1.82 1.57 3.65
C 2.16 2.85 2.97
O 1.91 3.90 3.55
C 2.83 2.56 1.66
H 1.00 1.17 3.06
H 1.64 1.71 4.71
H 2.59 0.81 3.54
H 2.08 2.71 0.89
H 3.23 1.55 1.63
H 3.60 3.33 1.55
C -5.80 -3.44 -0.14
C -5.57 -2.21 -0.99
O -6.02 -2.16 -2.11
C -4.87 -1.07 -0.43
H -6.17 -4.20 -0.83
H -6.55 -3.27 0.63
H -4.81 -3.77 0.19
H -5.51 -0.20 -0.60
H -3.81 -1.07 -0.69
H -4.86 -1.23 0.65
C -2.70 -4.43 2.01
C -1.38 -4.93 1.43
O -0.49 -4.14 1.03
C -1.16 -6.44 1.53
H -3.42 -5.17 2.37
H -3.26 -3.85 1.28
H -2.46 -3.77 2.85
H -0.77 -6.71 0.55
H -2.05 -6.92 1.93
H -0.31 -6.60 2.20
C -4.46 -1.50 -5.08
C -3.22 -1.40 -4.19
O -2.75 -0.30 -3.93
C -2.60 -2.64 -3.48
H -4.68 -2.56 -5.19
H -4.20 -1.16 -6.08
H -5.37 -1.04 -4.70
H -2.81 -3.51 -4.10
H -3.22 -2.69 -2.58
H -1.53 -2.59 -3.32
C -0.66 -0.59 -1.15
C 0.45 0.01 -0.28
O 0.47 1.16 0.02
C 1.47 -0.92 0.40
H -1.51 0.09 -1.14
H -1.03 -1.55 -0.78
H -0.24 -0.61 -2.15
H 2.01 -0.33 1.14
H 2.30 -1.14 -0.27
H 1.04 -1.89 0.65
C 0.57 8.10 2.48
C -0.25 7.00 3.19
O -0.73 7.29 4.28
C -0.61 5.67 2.52
H 1.59 7.87 2.17
H 0.71 8.76 3.34
H -0.01 8.68 1.78
H -1.66 5.83 2.26
H -0.51 4.96 3.35
H -0.07 5.47 1.60
C -5.18 4.19 -0.99
C -5.17 2.93 -1.82
O -6.22 2.33 -2.02
C -3.85 2.41 -2.33
H -4.24 4.36 -0.46
H -6.05 4.11 -0.33
H -5.35 5.04 -1.65
H -3.48 3.01 -3.16
H -3.93 1.33 -2.51
H -3.19 2.41 -1.46
C -0.84 1.78 -5.26
C -0.92 1.09 -6.63
O 0.01 1.05 -7.41
C -2.24 0.31 -7.00
H -1.76 2.16 -4.83
H -0.22 2.67 -5.40
H -0.42 1.00 -4.63
H -2.55 0.59 -8.00
H -3.08 0.59 -6.37
H -2.03 -0.74 -6.83
C 2.57 0.32 -4.37
C 3.94 0.85 -3.90
O 4.51 1.73 -4.54
C 4.45 0.19 -2.65
H 1.94 0.25 -3.48
H 2.64 -0.58 -4.98
H 1.97 0.99 -4.98
H 5.29 0.79 -2.31
H 4.81 -0.84 -2.71
H 3.63 0.21 -1.94
C 6.14 -4.60 1.88
C 4.65 -4.65 2.21
O 4.29 -4.41 3.36
C 3.70 -4.68 1.01
H 6.48 -5.63 1.79
H 6.84 -4.27 2.65
H 6.21 -3.98 0.98
H 3.88 -3.85 0.33
H 2.69 -4.46 1.35
H 3.67 -5.62 0.45
C 1.36 -3.07 3.45
C 0.41 -3.42 4.57
O -0.54 -2.69 4.91
C 0.71 -4.68 5.40
H 2.29 -2.90 3.99
H 1.12 -2.08 3.06
H 1.22 -3.77 2.63
H 0.37 -4.62 6.43
H 1.79 -4.84 5.34
H 0.27 -5.56 4.93
```

Properties
- ΔE to the lowest compared entry with this formula, charge and spin: 345.0 kJ/mol
- HOMO: -9.36 eV
- LUMO energy: 0.032 eV



No. 3
The following is a DFT calculation (ωB97M-V/def2-TZVPD) of 2 unconnected molecules or ions with the total composition C19H29OSi.

The geometry in XYZ format:
```
50
Properties=species:S:1:pos:R:3
C -3.11 2.15 2.40
C -2.49 1.72 1.06
C -1.44 0.65 1.21
C -1.30 -0.46 0.37
C -0.60 -1.63 0.93
O -0.67 0.77 2.28
Si 1.11 1.51 2.21
C 1.04 2.90 3.43
C 2.15 0.07 2.71
C 1.34 2.05 0.45
H -3.85 2.95 2.22
H -3.63 1.31 2.87
H -2.36 2.53 3.09
H -3.26 1.33 0.39
H -2.03 2.59 0.57
H -2.09 -0.58 -0.38
H -0.89 -2.54 0.40
H 0.48 -1.50 0.80
H -0.78 -1.77 2.01
H 2.02 3.39 3.44
H 0.28 3.65 3.17
H 0.82 2.53 4.45
H 3.20 0.33 2.53
H 2.02 -0.13 3.79
H 1.92 -0.86 2.16
H 2.41 2.28 0.31
H 1.07 1.27 -0.27
H 0.76 2.95 0.21
C -1.23 -2.56 -2.28
C -2.42 -2.25 -3.25
C -2.40 -0.75 -3.35
C -1.29 -0.20 -2.72
C -0.55 -1.20 -2.00
C 0.89 -1.15 -1.85
C 1.62 -0.01 -2.26
C 2.98 0.10 -1.98
C 3.66 -0.93 -1.33
C 2.97 -2.11 -0.99
C 1.61 -2.24 -1.29
H -1.62 -2.99 -1.34
H -0.55 -3.30 -2.72
H -2.22 -2.72 -4.22
H -3.36 -2.66 -2.89
H -3.14 -0.20 -3.91
H -1.00 0.84 -2.73
H 1.10 0.80 -2.78
H 3.51 1.01 -2.27
H 4.72 -0.84 -1.09
H 3.49 -2.93 -0.49
H 1.09 -3.18 -1.07
```

Properties
- ΔE to the lowest compared entry with this formula, charge and spin: 67.6 kJ/mol
- Net charge: +1
- HOMO: -11.02 eV
- LUMO energy: -5.262 eV



No. 4
The following is a DFT calculation (ωB97M-V/def2-TZVPD) of a molecular structure, C13H37BO9P2Tl.

The geometry in XYZ format:
```
63
Properties=species:S:1:pos:R:3
Tl -0.16 0.58 -3.46
C -0.39 1.10 -7.78
O -0.29 0.75 -6.44
H 0.06 2.05 -8.07
H 0.12 0.44 -8.47
H -1.43 1.09 -8.12
B -0.44 -2.31 -2.84
H -0.54 -3.37 -2.65
H 0.59 -2.01 -2.71
H -0.83 -2.10 -3.82
H -1.12 -1.85 -2.14
C -5.41 3.02 -0.95
C -4.44 1.92 -1.08
O -3.62 1.99 0.10
P -2.45 0.91 0.35
O -1.55 0.79 -0.89
O -1.79 1.31 1.74
C -1.08 2.51 1.83
C -0.52 2.77 3.30
O -3.17 -0.50 0.69
C -4.17 -0.47 1.67
C -3.64 -0.99 3.08
H -5.03 4.01 -1.21
H -6.22 2.75 -1.63
H -5.86 3.05 0.04
H -4.96 0.97 -1.10
H -3.82 1.82 -1.97
H -0.28 2.47 1.09
H -1.80 3.29 1.58
H 0.01 3.72 3.35
H -1.34 2.78 4.02
H 0.20 2.00 3.60
H -4.75 0.45 1.69
H -4.89 -1.17 1.25
H -3.28 -2.02 3.05
H -2.71 -0.47 3.33
H -4.39 -0.88 3.86
C 3.50 -4.42 0.57
C 3.93 -2.95 0.55
O 2.78 -2.41 -0.11
P 2.61 -0.75 -0.20
O 1.82 -0.22 -1.36
O 2.11 -0.28 1.31
C 1.08 -1.00 1.97
C 1.16 -0.82 3.44
O 4.17 -0.29 -0.28
C 4.54 1.03 0.01
C 6.00 0.98 0.43
H 2.56 -4.66 1.07
H 3.35 -4.77 -0.45
H 4.33 -5.07 0.84
H 4.04 -2.67 1.60
H 4.88 -2.75 0.06
H 0.06 -0.91 1.60
H 1.23 -2.06 1.80
H 2.10 -1.25 3.78
H 1.18 0.24 3.66
H 0.33 -1.18 4.05
H 4.45 1.65 -0.88
H 3.97 1.54 0.79
H 6.19 0.23 1.20
H 6.46 0.52 -0.45
H 6.54 1.89 0.69
```

Properties
- Spin multiplicity: 2
- <S²>: 0.7540
- HOMO (spin up / spin down): -7.69 / -7.69 eV
- LUMO energy (spin up / spin down): 0.352 / -1.855 eV



No. 5
The following is a DFT calculation (ωB97M-V/def2-TZVPD) of 4 unconnected molecules or ions with the total composition C8H22Cl4O8P2.

The geometry in XYZ format:
```
44
Properties=species:S:1:pos:R:3
C -1.62 -20.55 -10.69
O -0.40 -21.26 -10.45
P 0.77 -20.54 -9.59
O 0.29 -19.88 -8.34
O 1.83 -21.77 -9.53
C 1.56 -22.93 -8.71
O 1.44 -19.42 -10.64
C 1.93 -19.74 -11.92
H -1.80 -19.71 -10.02
H -2.40 -21.24 -10.38
H -1.85 -20.23 -11.71
H 2.08 -22.86 -7.76
H 2.01 -23.83 -9.15
H 0.52 -23.10 -8.42
H 3.02 -19.67 -11.93
H 1.55 -19.03 -12.65
H 1.61 -20.71 -12.30
C -2.61 -22.52 -7.69
O -3.87 -22.03 -7.24
P -5.24 -22.04 -8.19
O -5.46 -23.38 -8.87
O -5.20 -20.74 -9.18
C -5.26 -19.42 -8.63
O -6.34 -21.61 -7.04
C -7.70 -21.77 -7.38
H -1.94 -21.70 -7.91
H -2.61 -23.11 -8.61
H -2.15 -23.22 -6.98
H -4.47 -18.78 -9.03
H -5.09 -19.46 -7.56
H -6.17 -18.87 -8.89
H -8.21 -22.67 -7.04
H -7.83 -21.61 -8.45
H -8.21 -20.96 -6.86
C 4.68 -20.10 -3.58
Cl 5.88 -19.50 -2.53
Cl 3.04 -19.63 -3.14
H 4.95 -19.69 -4.55
H 4.76 -21.16 -3.82
C 1.57 -22.40 -4.68
Cl 0.17 -23.36 -5.21
Cl 2.77 -23.34 -3.76
H 2.00 -21.95 -5.57
H 1.15 -21.64 -4.01
```

Properties
- ΔE to the lowest compared entry with this formula, charge and spin: 0.0 kJ/mol
- HOMO: -10.67 eV
- LUMO energy: 0.517 eV